{
  "formula": "C6H14NO",
  "method": "ωB97M-V/def2-TZVPD",
  "total_charge": 1,
  "de_lowest_kcal_mol": 16.7,
  "e_homo_ev": -15.0,
  "smiles": "CC[C@@H](C)[C@H]([NH3+])C=O",
  "mol_weight_g_mol": 116.184,
  "gap_ev": 11.511,
  "max_force_ha_per_bohr": 0.037,
  "symbols": ["H", "H", "H", "C", "H", "H", "N", "C", "O", "H", "C", "H", "H", "H", "H", "H", "H", "C", "C", "H", "H", "C"],
  "xyz": [[-2.9326, -0.2634, 0.6389], [0.9787, 0.2845, 1.6805], [2.3260, -0.6199, -0.7490], [-1.1832, -0.2877, -0.5650], [-1.9139, -1.4750, 0.8776], [0.3797, 0.9054, -1.2021], [-1.9454, -0.4948, 0.7089], [1.3019, -0.9294, -0.6198], [-1.9417, -2.5101, -0.7984], [1.0414, -1.6556, -1.3929], [0.5999, 0.9493, 0.8975], [-1.0464, -1.6049, -2.3859], [1.3641, 2.9420, 0.2407], [-1.7315, 0.4822, -1.1112], [-0.3023, 1.3989, 1.3169], [2.4664, 1.6164, 0.0792], [-1.5091, -0.0289, 1.5037], [-1.3969, -1.5966, -1.3466], [1.6725, 2.0087, 0.7049], [1.3368, -1.5778, 0.2724], [2.1557, 2.2792, 1.6402], [0.2800, 0.1774, -0.3906]],
  "forces_ev_per_a": [[-0.068, 0.270, 0.001], [-0.180, -0.311, -0.161], [0.138, 0.491, -0.280], [-0.523, 0.253, -0.318], [-0.119, -1.692, 0.293], [0.122, -0.038, -0.006], [0.484, 0.737, 0.207], [-0.437, -1.522, 1.012], [-0.069, -0.480, -0.163], [0.123, 0.439, -0.383], [-0.213, 0.030, 0.385], [-0.059, -0.144, -0.048], [-0.436, -0.075, -0.091], [0.055, 0.076, 0.042], [-0.060, 0.384, -0.008], [0.193, -0.150, -0.145], [-0.118, 0.298, -0.028], [0.288, 0.648, 0.325], [0.529, 0.237, -0.105], [-0.035, 0.216, -0.003], [-0.150, -0.042, 0.176], [0.535, 0.374, -0.703]]
}

=====

{
  "formula": "C10H16O",
  "method": "ωB97M-V/def2-TZVPD",
  "de_lowest_kcal_mol": 35.0,
  "e_homo_ev": -8.9,
  "smiles": "CCc1ccc(O)cc1.CC",
  "mol_weight_g_mol": 152.237,
  "gap_ev": 9.628,
  "max_force_ha_per_bohr": 0.037,
  "symbols": ["H", "H", "H", "H", "C", "C", "H", "H", "H", "C", "C", "H", "H", "C", "C", "H", "C", "H", "C", "C", "H", "O", "C", "H", "H", "H", "H"],
  "xyz": [[-2.9624, -0.1391, -2.4710], [-1.9633, 0.1651, 2.0508], [-4.1239, 0.7309, -1.5813], [-1.3797, 1.2362, -1.2610], [2.7561, 1.5118, -1.0550], [2.7555, 2.4963, 0.1198], [-0.2671, -1.0983, -1.6771], [-0.6108, -1.3644, 3.2272], [1.7877, -2.7633, 2.4188], [0.2449, -2.2501, 1.4133], [-2.0985, 0.6576, -0.6579], [-3.5077, -0.8987, -1.0498], [1.8117, 2.6350, 0.6508], [-0.6343, -1.4711, 2.1538], [-3.2685, 0.0675, -1.4713], [3.4213, 2.1732, 0.9220], [0.1961, -2.2656, 0.0360], [1.7604, 1.3486, -1.4515], [-0.5316, -1.2906, -0.6470], [-1.3476, -0.4978, 1.4550], [3.0970, 3.4900, -0.1519], [1.0199, -3.2134, 2.0541], [-1.3160, -0.3965, 0.0701], [3.4840, 1.8395, -1.7968], [3.2092, 0.5839, -0.6942], [0.9606, -2.7929, -0.5193], [-2.4931, 1.5064, -0.0866]],
  "forces_ev_per_a": [[0.386, -0.246, -0.899], [-0.067, 0.187, -0.221], [-0.095, -0.061, 0.424], [-0.198, -0.488, -0.503], [0.835, 0.028, 0.879], [0.106, 0.254, 0.700], [-0.529, -0.223, -0.299], [0.046, -0.618, 0.157], [0.071, -0.123, 0.155], [-0.914, -1.509, 0.738], [-0.050, 1.243, -0.585], [-0.601, -0.067, 0.229], [-0.262, -0.198, -0.418], [0.591, 1.405, -0.852], [0.640, 0.157, 0.035], [0.233, -0.095, -0.155], [0.748, 1.228, -0.659], [0.089, -0.097, -0.296], [0.667, 0.040, 0.735], [-0.397, -0.503, 0.377], [-0.036, 0.164, -0.210], [0.258, 0.319, -0.095], [-0.415, 0.425, 0.247], [-0.427, 0.170, -0.358], [-0.570, -0.253, -0.136], [-0.177, -0.465, 0.133], [0.067, -0.674, 0.875]]
}

=====

{
  "formula": "C2H3NOS",
  "method": "ωB97M-V/def2-TZVPD",
  "de_lowest_kcal_mol": 81.5,
  "e_homo_ev": -9.3,
  "smiles": "C=C[N+]([O-])=S",
  "mol_weight_g_mol": 89.119,
  "gap_ev": 7.828,
  "max_force_ha_per_bohr": 0.107,
  "symbols": ["H", "S", "H", "C", "O", "C", "N", "H"],
  "xyz": [[1.1535, 1.1601, 0.4694], [-2.5164, -0.7302, 0.0433], [2.1853, -0.4427, 0.0613], [1.2578, 0.2011, 0.1694], [-1.0600, 1.4308, -0.0233], [0.1467, -0.4486, -0.1795], [-1.0956, 0.2292, -0.0810], [-0.0714, -1.3998, -0.4596]],
  "forces_ev_per_a": [[0.363, 2.913, 0.954], [1.654, 1.076, -0.260], [-0.966, 1.503, 0.449], [0.493, -5.167, -1.769], [-0.444, 0.896, 0.018], [0.828, 2.219, 0.892], [-2.289, -0.629, 0.485], [0.361, -2.811, -0.768]]
}

=====

{
  "formula": "C3H5NOS",
  "method": "ωB97M-V/def2-TZVPD",
  "de_lowest_kcal_mol": 114.8,
  "e_homo_ev": [-8.2, -8.2],
  "mol_weight_g_mol": 103.146,
  "gap_ev": [6.812, 6.816],
  "max_force_ha_per_bohr": 0.135,
  "symbols": ["H", "H", "N", "H", "S", "H", "C", "C", "H", "O", "C"],
  "xyz": [[2.0920, -0.7903, -0.4377], [0.8842, -0.2049, -1.7140], [-0.0193, 0.5003, 1.1613], [-1.4796, -0.6472, 1.7651], [-0.0370, -1.7448, 0.0237], [-2.3217, 1.2859, -0.7698], [-0.7456, -0.5121, 0.9859], [1.1311, -0.5115, -0.6393], [1.6070, 1.4473, 0.2683], [-1.9487, 0.4704, -0.8986], [0.8376, 0.7069, 0.2549]],
  "forces_ev_per_a": [[2.718, -0.836, 0.015], [0.513, -0.864, 1.318], [2.410, 6.444, 0.990], [-0.575, -0.776, -0.491], [-0.238, 0.111, -0.666], [-1.524, 3.264, 0.760], [-3.358, -3.854, -1.086], [-4.002, 2.106, -0.888], [-0.115, 0.997, 0.105], [2.482, -4.117, 0.642], [1.688, -2.475, -0.700]]
}

=====

{
  "formula": "C8H9NO5S",
  "method": "ωB97M-V/def2-TZVPD",
  "de_lowest_kcal_mol": 38.7,
  "e_homo_ev": -8.8,
  "smiles": "NS(=O)(=O)OCC1Oc2ccccc2O1",
  "mol_weight_g_mol": 231.229,
  "gap_ev": 9.441,
  "max_force_ha_per_bohr": 0.077,
  "symbols": ["C", "O", "O", "S", "N", "C", "C", "C", "C", "C", "H", "C", "H", "O", "H", "H", "O", "H", "C", "O", "H", "H", "H", "H"],
  "xyz": [[0.4729, -1.3997, 0.2351], [1.0364, 1.1556, -1.9996], [-1.2657, -0.2455, -0.6823], [0.3717, 2.4934, -1.2802], [0.3980, 2.2539, 0.3437], [1.2241, -1.9595, 1.3238], [0.7587, -1.7945, 2.6215], [0.0671, 0.3026, -2.6637], [-0.7369, -0.7679, 0.4881], [-1.2245, -0.6854, 1.7956], [1.3142, -2.1884, 3.4867], [-0.4641, -1.1535, 2.8771], [-2.1925, -0.1845, 1.9954], [1.0861, 3.7126, -1.6088], [-0.9641, -1.5501, -2.2864], [-0.1599, 1.4534, 0.4699], [0.7273, -1.4012, -1.1116], [-0.0837, 3.0462, 0.7025], [-0.3990, -0.7828, -1.7113], [-1.0741, 2.6143, -1.4834], [-0.7849, 0.8685, -3.0762], [2.1864, -2.4924, 1.1688], [0.5895, -0.1913, -3.4936], [-0.8830, -1.1036, 3.8888]],
  "forces_ev_per_a": [[0.306, -0.754, 1.946], [-1.288, 1.676, 0.900], [0.864, -0.733, 0.196], [-2.450, 3.002, -0.681], [2.823, -0.563, -0.456], [0.341, 0.279, -1.667], [-0.614, 0.158, 0.655], [-0.071, -0.251, -0.100], [0.438, -0.413, 0.967], [-0.801, 0.939, -0.024], [-0.132, 0.146, -0.694], [-0.022, -0.448, -0.747], [0.665, -0.398, -0.263], [0.373, -2.326, 0.279], [0.172, 0.348, 0.312], [-0.815, -1.223, 0.657], [0.047, 0.019, 0.545], [-0.345, 0.838, 0.414], [-0.737, 0.009, -0.786], [1.310, -1.096, -1.499], [0.371, -0.130, 0.378], [-0.859, 0.520, -0.143], [0.110, 0.304, 0.291], [0.316, 0.097, -0.480]]
}

=====

{
  "formula": "C7H14",
  "method": "ωB97M-V/def2-TZVPD",
  "de_lowest_kcal_mol": 53.6,
  "e_homo_ev": -9.0,
  "smiles": "C=C[C@]1(C)C[C@H]1C.[H][H]",
  "mol_weight_g_mol": 98.189,
  "gap_ev": 10.101,
  "max_force_ha_per_bohr": 0.004,
  "symbols": ["H", "C", "H", "H", "H", "C", "H", "H", "C", "H", "H", "C", "H", "C", "H", "H", "H", "C", "H", "H", "C"],
  "xyz": [[-0.7655, 1.1662, 1.5743], [1.4485, -0.5297, -0.4984], [0.8281, 0.6321, 2.1202], [-0.9908, -0.9853, -1.4741], [0.5236, 2.1773, -2.0581], [2.6484, -0.0291, -0.2093], [1.0680, 1.7360, -1.8058], [2.8090, 0.6428, 0.6295], [0.2312, 0.8751, 1.2346], [-2.5406, 0.2636, 0.8990], [1.3571, -1.2119, -1.3456], [-2.4204, 0.0396, -0.1657], [-3.2509, -0.6185, -0.4453], [-1.1069, -0.6574, -0.4416], [3.5218, -0.2884, -0.7996], [-0.0910, -2.5035, 0.3183], [-1.0685, -1.5944, 1.5644], [-0.5474, -1.5614, 0.6107], [-2.5239, 0.9768, -0.7228], [0.6814, 1.7528, 0.7570], [0.1889, -0.2826, 0.2582]],
  "forces_ev_per_a": [[0.131, -0.113, -0.012], [0.117, 0.022, 0.027], [-0.042, 0.008, -0.109], [0.024, 0.028, 0.165], [0.026, 0.007, -0.011], [-0.126, -0.060, -0.006], [-0.081, 0.068, -0.044], [-0.052, -0.057, -0.123], [-0.018, 0.014, 0.044], [0.021, -0.024, -0.164], [0.003, 0.052, 0.114], [-0.007, 0.050, 0.033], [0.108, 0.109, -0.001], [-0.063, -0.011, -0.128], [-0.134, 0.018, 0.049], [-0.046, 0.166, 0.055], [0.060, 0.052, -0.115], [-0.029, -0.193, 0.097], [0.040, -0.115, 0.042], [-0.078, -0.120, 0.057], [0.146, 0.099, 0.028]]
}

=====

{
  "formula": "C6H10NO",
  "method": "ωB97M-V/def2-TZVPD",
  "total_charge": 1,
  "de_lowest_kcal_mol": 171.6,
  "e_homo_ev": [-13.6, -13.4],
  "mol_weight_g_mol": 112.152,
  "gap_ev": [8.940, 8.545],
  "max_force_ha_per_bohr": 0.084,
  "symbols": ["C", "H", "H", "C", "C", "H", "H", "H", "C", "N", "H", "H", "O", "C", "H", "C", "H", "H"],
  "xyz": [[2.2587, 0.6926, 0.4024], [-0.5204, -2.2428, -0.4049], [-2.2989, 2.5681, -0.4649], [-0.9634, -1.2913, 0.0796], [-0.7103, 1.0765, -0.0687], [3.1309, 0.3025, 1.1724], [0.4559, -0.1163, -1.0839], [-2.9434, 0.7634, -0.8251], [2.3981, 1.6914, -0.3903], [-0.0157, -0.1980, -0.2262], [0.6847, -0.1598, 1.6266], [-1.2854, -1.2213, 1.0835], [-1.5761, 1.1980, 0.9295], [1.1676, -0.3168, 0.7008], [3.1935, 2.3730, -0.6174], [-2.0729, 1.4468, -0.4205], [1.4332, -1.2568, 0.4490], [-1.8515, -1.2003, -0.3985]],
  "forces_ev_per_a": [[1.652, -2.589, 3.062], [-0.600, 1.175, 1.744], [0.419, -1.804, -0.638], [2.721, -2.613, -1.829], [-0.086, 0.721, -0.488], [-1.457, 1.380, -1.969], [0.025, -0.625, -2.331], [2.090, 1.165, 0.966], [-0.236, -0.006, -0.132], [-1.089, 1.573, 1.657], [0.322, -0.277, 1.588], [0.696, -0.535, 1.391], [0.081, -0.695, 0.941], [-1.293, 3.792, -1.105], [-0.056, 0.334, -0.196], [-2.215, 1.398, -0.777], [1.573, -3.230, 0.237], [-2.548, 0.835, -2.120]]
}